(a)
Computed, not measured: an isolated molecule of CH4N2O, with wB97M-V/def2-TZVPD.

The geometry in XYZ format:
```
8
CH4N2O (wB97M-V/def2-TZVPD)
N 0.74 0.68 0.70
N -0.34 0.03 0.13
C -0.24 -0.77 -0.95
O -1.15 -1.46 -1.40
H 0.72 1.71 0.74
H 0.80 0.44 1.64
H -1.30 0.10 0.52
H 0.76 -0.72 -1.38
```

Results
2S+1: 1
LUMO energy in eV: 0.92
E_HOMO in eV: -10.02

=====

(b)
Computed, not measured: a cluster of 2 separate species, CH4N2O in total, with wB97M-V/def2-TZVPD.

The geometry in XYZ format:
```
8
CH4N2O (wB97M-V/def2-TZVPD)
N 2.66 -0.28 0.14
C 1.54 0.08 -0.06
O 0.52 0.62 -0.14
H 3.18 -1.11 -0.06
N -2.25 0.16 0.11
H -2.14 0.04 -0.89
H -1.70 -0.56 0.56
H -1.82 1.05 0.34
```

Results
2S+1: 1
LUMO energy in eV: 0.53
E_HOMO in eV: -9.62

=====

(c)
Computed, not measured: an isolated molecule of CH4N2O, with wB97M-V/def2-TZVPD.

The geometry in XYZ format:
```
8
CH4N2O (wB97M-V/def2-TZVPD)
N 2.48 -4.66 -21.71
C 3.21 -5.48 -21.06
N 3.22 -5.37 -19.75
O 3.91 -6.26 -21.62
H 1.98 -4.06 -21.07
H 2.03 -4.88 -22.58
H 2.82 -4.53 -19.37
H 3.71 -6.11 -19.25
```

Results
2S+1: 1
LUMO energy in eV: 0.74
E_HOMO in eV: -9.65

=====

Most stable to least stable, the ends of the list are (c) and (a).

=====

(a)
Computed, not measured: an isolated molecule of C12H15N3O2S, with wB97M-V/def2-TZVPD.

The geometry in XYZ format:
```
33
C12H15N3O2S (wB97M-V/def2-TZVPD)
C 0.23 -2.87 3.60
C -0.01 -2.28 2.25
C -1.21 -2.52 1.58
C -1.44 -1.97 0.33
C -0.48 -1.17 -0.26
C 0.72 -0.90 0.39
C 1.74 0.02 -0.22
C 1.70 1.39 0.48
N 0.39 1.98 0.52
S -0.08 3.02 -0.67
O 1.02 3.90 -0.94
O -1.35 3.55 -0.27
C -0.44 2.05 -2.11
C 0.25 1.48 -3.15
N -0.61 0.82 -3.96
C -1.80 0.98 -3.45
N -1.75 1.72 -2.32
C 0.94 -1.47 1.64
H 1.27 -2.78 3.89
H -0.38 -2.36 4.35
H -0.05 -3.92 3.61
H -1.96 -3.15 2.03
H -2.36 -2.18 -0.19
H -0.66 -0.75 -1.25
H 1.54 0.14 -1.28
H 2.74 -0.40 -0.10
H 2.34 2.11 -0.03
H 2.05 1.28 1.51
H -0.35 1.38 0.85
H 1.30 1.52 -3.36
H -2.70 0.58 -3.86
H -2.49 2.06 -1.73
H 1.87 -1.27 2.15
```

Results
2S+1: 1
LUMO energy in eV: 0.61
E_HOMO in eV: -9.29

=====

(b)
Computed, not measured: an isolated molecule of C12H15N3O2S, with wB97M-V/def2-TZVPD.

The geometry in XYZ format:
```
33
C12H15N3O2S (wB97M-V/def2-TZVPD)
C -2.07 -2.41 -0.56
C -3.00 -1.21 -0.72
C -3.65 -0.85 0.60
C -2.25 0.00 -1.31
N -1.22 0.50 -0.43
C -1.30 1.67 0.20
O -2.21 2.47 0.06
C -0.14 1.97 1.16
O 0.86 0.96 1.16
C 1.96 1.16 0.44
N 2.13 2.29 -0.23
C 3.26 2.44 -0.92
N 4.24 1.59 -1.03
C 4.08 0.45 -0.36
S 5.22 -0.85 -0.34
C 4.18 -1.76 0.70
C 3.03 -1.13 1.02
C 2.94 0.15 0.41
H -1.56 -2.65 -1.49
H -2.63 -3.29 -0.25
H -1.31 -2.22 0.20
H -3.78 -1.48 -1.44
H -4.25 -1.68 0.97
H -4.30 0.02 0.49
H -2.90 -0.61 1.35
H -2.95 0.82 -1.46
H -1.80 -0.28 -2.27
H -0.46 -0.12 -0.21
H -0.54 2.03 2.17
H 0.30 2.93 0.88
H 3.36 3.38 -1.45
H 4.50 -2.74 1.02
H 2.26 -1.54 1.65
```

Results
2S+1: 1
LUMO energy in eV: 0.50
E_HOMO in eV: -8.96

=====

Most stable to least stable, the ends of the list are (b) and (a).

=====

(a)
Computed, not measured: an isolated molecule of C2H4N2S3, with wB97M-V/def2-TZVPD.

The geometry in XYZ format:
```
11
C2H4N2S3 (wB97M-V/def2-TZVPD)
C -1.67 0.65 0.36
C 0.30 -0.77 -0.73
N -0.88 1.09 1.22
N 0.35 0.84 1.50
S -1.15 -0.01 -1.21
S 0.18 -2.31 0.16
S 1.79 -0.39 -1.57
H -2.72 1.06 0.42
H 0.87 1.73 1.57
H 1.36 -2.88 -0.19
H 1.54 1.00 -1.53
```

Results
2S+1: 1
LUMO energy (alpha / beta) in eV: -0.47 / -0.19
E_HOMO (alpha / beta) in eV: -8.13 / -7.46

=====

(b)
Computed, not measured: an isolated molecule of C2H4N2S3, with wB97M-V/def2-TZVPD.

The geometry in XYZ format:
```
11
C2H4N2S3 (wB97M-V/def2-TZVPD)
C 0.45 0.57 0.40
C 0.04 -0.62 -0.46
N 1.32 1.44 -0.35
N 2.78 -1.43 -0.15
S 2.83 1.63 -0.08
S 3.79 -0.33 0.11
S 1.32 -1.96 0.06
H -0.37 1.09 0.72
H 0.97 0.27 1.38
H -0.86 -0.94 -0.13
H 0.24 -0.27 -1.57
```

Results
2S+1: 1
LUMO energy (alpha / beta) in eV: -0.72 / -1.05
E_HOMO (alpha / beta) in eV: -8.13 / -7.57

=====

Most stable to least stable, the ends of the list are (b) and (a).

=====

(a)
Computed, not measured: an isolated molecule of C2H4N2S3, with wB97M-V/def2-TZVPD.

The geometry in XYZ format:
```
11
C2H4N2S3 (wB97M-V/def2-TZVPD)
C -1.93 0.33 1.07
C 0.60 -0.45 1.16
N -1.21 1.12 0.31
N 0.24 -0.17 -0.21
S -3.49 0.60 1.41
S -0.91 -0.78 2.04
S -0.46 -1.20 -1.25
H 1.25 -1.44 1.33
H 1.14 0.48 1.54
H -1.60 1.31 -0.65
H 0.33 -0.99 -2.29
```

Results
2S+1: 1
LUMO energy in eV: -1.21
E_HOMO in eV: -8.59

=====

(b)
Computed, not measured: an isolated molecule of C2H4N2S3, with wB97M-V/def2-TZVPD.

The geometry in XYZ format:
```
11
C2H4N2S3 (wB97M-V/def2-TZVPD)
S 1.47 1.51 0.75
C 0.04 0.46 0.44
C 0.26 -0.91 0.10
N -0.91 -1.60 -0.03
S -2.13 -0.67 0.76
N -1.25 0.79 0.73
S -1.71 2.18 -0.56
H 2.37 0.53 0.97
H 1.21 -1.29 -0.37
H -1.21 -2.15 -0.80
H -1.39 3.16 0.29
```

Results
2S+1: 1
LUMO energy in eV: 0.13
E_HOMO in eV: -7.36

=====

Most stable to least stable, the ends of the list are (b) and (a).

=====

(a)
Computed, not measured: an isolated molecule of C6H13NO2, with wB97M-V/def2-TZVPD.

The geometry in XYZ format:
```
22
C6H13NO2 (wB97M-V/def2-TZVPD)
C -2.09 -1.63 1.12
C -0.68 -1.15 1.07
C 0.22 -1.33 0.08
O -0.09 -1.95 -1.10
C 1.53 -0.58 0.05
C 1.19 0.77 -0.56
C 1.97 1.90 0.07
O -0.39 1.24 -0.28
N -1.41 1.17 -1.27
H -2.75 -0.81 1.44
H -2.45 -1.99 0.15
H -2.18 -2.46 1.83
H -0.35 -0.60 1.95
H -1.01 -1.71 -1.32
H 1.92 -0.48 1.06
H 2.26 -1.12 -0.56
H 1.25 0.77 -1.65
H 3.05 1.75 -0.01
H 1.72 1.98 1.13
H 1.70 2.86 -0.39
H -2.21 1.58 -0.78
H -1.22 1.81 -2.04
```

Results
2S+1: 1
LUMO energy in eV: 0.98
E_HOMO in eV: -7.93

=====

(b)
Computed, not measured: an isolated molecule of C6H13NO2, with wB97M-V/def2-TZVPD.

The geometry in XYZ format:
```
22
C6H13NO2 (wB97M-V/def2-TZVPD)
C -1.93 1.08 0.51
C -1.45 0.03 -0.69
C -0.22 -0.82 -0.36
C -0.31 -1.66 0.94
C 1.18 -0.08 -0.59
N 2.36 -1.00 -0.41
C 1.41 1.13 0.23
O 1.72 0.80 1.45
O 0.97 2.35 -0.16
H -1.99 0.43 1.48
H -1.28 2.08 0.63
H -3.04 1.35 0.22
H -2.36 -0.67 -0.67
H -1.43 0.70 -1.62
H -0.02 -1.49 -1.17
H -0.24 -0.97 1.82
H -1.24 -2.17 0.80
H 0.52 -2.28 1.04
H 1.06 0.24 -1.58
H 2.74 -0.85 0.51
H 2.99 -0.61 -1.27
H 0.56 2.40 -1.11
```

Results
2S+1: 1
LUMO energy in eV: 0.26
E_HOMO in eV: -9.70

=====

(c)
Computed, not measured: a cluster of 2 separate species, C6H13NO2 in total, with wB97M-V/def2-TZVPD.

The geometry in XYZ format:
```
22
C6H13NO2 (wB97M-V/def2-TZVPD)
C -2.07 -1.50 1.13
C -1.74 -0.52 0.05
O -1.87 -0.70 -1.13
C -1.13 0.97 0.61
N -1.22 1.87 -0.41
O -1.30 1.27 1.78
H -2.66 -0.99 1.89
H -2.58 -2.37 0.73
H -1.14 -1.81 1.61
H -1.49 2.81 -0.19
H -1.33 1.50 -1.35
C 1.79 1.17 -0.85
C 1.52 0.06 0.15
C 1.74 -1.32 -0.45
H 1.64 2.15 -0.40
H 2.81 1.11 -1.23
H 1.14 1.06 -1.72
H 2.16 0.19 1.03
H 0.39 0.02 0.57
H 1.06 -1.45 -1.30
H 2.76 -1.45 -0.81
H 1.52 -2.10 0.28
```

Results
2S+1: 1
LUMO energy in eV: 0.53
E_HOMO in eV: -9.16

=====

(d)
Computed, not measured: a structure of composition C6H13NO2, with wB97M-V/def2-TZVPD.

The geometry in XYZ format:
```
22
C6H13NO2 (wB97M-V/def2-TZVPD)
C 0.36 -1.37 -1.04
C 2.18 0.52 0.73
C 1.26 0.80 -0.43
O 0.03 -2.06 0.17
O 1.64 1.18 -1.53
H 0.75 -2.66 0.43
H 1.41 -1.51 -1.31
H -0.18 -1.82 -1.88
H 1.79 -0.26 1.38
H 2.33 1.45 1.29
H 3.14 0.20 0.33
C -0.59 1.21 1.36
C -2.29 -0.24 -0.56
C -0.90 0.22 -0.89
N -0.19 1.00 -0.02
H -0.71 0.51 -1.92
H -0.16 0.50 2.07
H -0.27 2.21 1.64
H -1.66 1.18 1.56
H -2.73 -0.77 -1.40
H -2.26 -0.90 0.31
H -2.92 0.61 -0.29
```

Results
2S+1: 1
LUMO energy in eV: 0.76
E_HOMO in eV: -7.51

=====

Most stable to least stable, the ends of the list are (c) and (a).

=====

(a)
Computed, not measured: the ion C6H9N2O with charge +1, with wB97M-V/def2-TZVPD.

The geometry in XYZ format:
```
18
C6H9N2O (wB97M-V/def2-TZVPD)
C -0.36 -0.81 0.52
C 2.00 -0.87 0.27
C 1.50 1.64 -0.15
C 3.04 -1.19 -0.46
C 0.23 1.51 0.60
C -1.82 0.76 -0.50
N -0.57 0.45 0.16
N 0.82 -1.42 0.69
O 2.12 2.54 -0.58
H -1.21 -1.52 0.43
H 3.34 -2.28 -0.67
H 3.78 -0.54 -0.85
H 0.73 1.23 1.59
H -0.35 2.47 0.82
H -2.58 0.02 -0.10
H -1.97 1.74 -0.21
H -1.54 0.62 -1.58
H 0.86 -2.26 1.34
```

Results
2S+1: 1
LUMO energy (alpha / beta) in eV: -4.76 / -4.49
E_HOMO (alpha / beta) in eV: -12.22 / -12.40
Charge: +1

=====

(b)
Computed, not measured: the ion C6H9N2O with charge +1, with wB97M-V/def2-TZVPD.

The geometry in XYZ format:
```
18
C6H9N2O (wB97M-V/def2-TZVPD)
C 1.37 0.65 2.71
C 1.87 -0.18 1.56
C 1.06 -0.74 0.68
C 0.40 -1.53 -0.22
C -0.37 -1.23 -1.37
N -0.92 -0.04 -1.40
C -1.71 0.64 -2.36
N -1.08 0.58 -0.12
O -1.38 1.71 -0.06
H 0.31 0.61 2.96
H 1.72 1.69 2.54
H 1.77 0.30 3.56
H 3.02 -0.33 1.65
H 0.55 -2.61 -0.12
H -0.66 -2.02 -2.13
H -2.29 1.44 -1.85
H -1.08 0.94 -3.11
H -2.56 0.13 -2.92
```

Results
2S+1: 1
LUMO energy in eV: -5.79
E_HOMO in eV: -14.01
Charge: +1

=====

Most stable to least stable, the ends of the list are (a) and (b).

=====

(a)
Computed, not measured: an isolated molecule of C3H6Cl2O2, with wB97M-V/def2-TZVPD.

The geometry in XYZ format:
```
13
C3H6Cl2O2 (wB97M-V/def2-TZVPD)
C -0.07 0.41 1.29
C -0.37 0.63 -0.22
Cl -2.02 1.28 -0.51
O -0.26 -0.70 -0.65
C 0.03 -0.89 -2.09
O 0.68 -2.09 -2.26
Cl -1.51 -0.89 -2.84
H -0.01 -0.73 1.40
H -0.99 0.71 1.77
H 0.79 0.85 1.64
H 0.33 1.36 -0.59
H 0.67 -0.09 -2.49
H 0.29 -2.76 -1.70
```

Results
2S+1: 1
LUMO energy in eV: 0.80
E_HOMO in eV: -10.52

=====

(b)
Computed, not measured: a structure of composition C3H6Cl2O2, with wB97M-V/def2-TZVPD.

The geometry in XYZ format:
```
13
C3H6Cl2O2 (wB97M-V/def2-TZVPD)
C -0.76 -1.17 -0.75
C 1.13 1.05 -0.23
C -0.42 -0.15 0.32
O 1.42 1.71 0.89
O -1.45 0.76 0.46
Cl 2.44 -0.04 -0.85
Cl 0.18 -0.86 1.81
H -1.39 -2.02 -0.29
H 0.09 -1.88 -1.08
H -1.22 -0.57 -1.51
H 0.81 1.79 -0.95
H 1.54 1.04 1.69
H -2.37 0.35 0.50
```

Results
2S+1: 1
LUMO energy in eV: 0.55
E_HOMO in eV: -9.32

=====

Most stable to least stable, the ends of the list are (a) and (b).

=====

(a)
Computed, not measured: a structure of composition C36H29MnNO2S3, with wB97M-V/def2-TZVPD.

The geometry in XYZ format:
```
72
C36H29MnNO2S3 (wB97M-V/def2-TZVPD)
Mn -0.03 0.00 0.63
C 3.42 5.19 -5.33
C 2.98 4.29 -4.22
C 3.22 4.62 -2.89
C 2.81 3.78 -1.86
C 2.17 2.59 -2.18
C 1.90 2.25 -3.50
C 2.30 3.10 -4.51
S 1.66 1.53 -0.87
O 0.37 0.88 -1.39
C 2.92 0.25 -0.81
C 3.87 0.52 0.20
C 4.85 -0.39 0.48
C 4.90 -1.62 -0.21
C 5.90 -2.58 0.08
C 5.95 -3.76 -0.59
C 5.00 -4.04 -1.61
C 4.04 -3.13 -1.91
C 3.95 -1.89 -1.22
C 2.93 -0.92 -1.52
C 2.06 -1.24 -2.71
C 2.65 -0.95 -3.99
C 3.93 -0.35 -4.11
C 4.47 -0.07 -5.33
C 3.75 -0.37 -6.51
C 2.52 -0.94 -6.43
C 1.94 -1.25 -5.17
C 0.66 -1.85 -5.09
C 0.12 -2.14 -3.88
C 0.83 -1.85 -2.68
S -0.12 -2.23 -1.22
O 0.76 -1.93 0.00
C -0.26 -3.97 -1.34
C -1.52 -4.51 -1.52
C -1.65 -5.90 -1.60
C -0.54 -6.72 -1.48
C -0.68 -8.22 -1.55
C 0.72 -6.15 -1.28
C 0.87 -4.78 -1.21
H 3.83 6.13 -4.95
H 2.59 5.43 -5.99
H 4.19 4.71 -5.94
H 3.71 5.55 -2.65
H 2.98 4.05 -0.82
H 1.34 1.35 -3.72
H 2.09 2.84 -5.54
H 3.79 1.43 0.77
H 5.57 -0.19 1.27
H 6.62 -2.36 0.86
H 6.72 -4.49 -0.36
H 5.05 -4.97 -2.15
H 3.32 -3.35 -2.70
H 4.49 -0.10 -3.22
H 5.45 0.39 -5.39
H 4.19 -0.14 -7.48
H 1.96 -1.18 -7.33
H 0.12 -2.07 -6.00
H -0.86 -2.60 -3.82
H -2.39 -3.87 -1.58
H -2.63 -6.33 -1.74
H -1.71 -8.52 -1.76
H -0.38 -8.68 -0.61
H -0.04 -8.63 -2.34
H 1.59 -6.79 -1.17
H 1.84 -4.34 -1.03
S -2.46 -0.44 0.55
C -2.92 1.15 0.96
N -3.22 2.23 1.24
C 0.30 0.98 2.41
H 1.33 1.04 2.79
H -0.32 0.50 3.17
H -0.06 2.01 2.31
```

Results
2S+1: 6
Expectation value of S²: 8.764
LUMO energy (alpha / beta) in eV: -0.41 / -0.46
E_HOMO (alpha / beta) in eV: -6.86 / -7.57

=====

(b)
Computed, not measured: a structure of composition C36H29MnNO2S3, with wB97M-V/def2-TZVPD.

The geometry in XYZ format:
```
72
C36H29MnNO2S3 (wB97M-V/def2-TZVPD)
Mn 3.58 -0.17 2.59
C 0.15 -5.17 -3.50
C 0.43 -4.49 -2.20
C -0.43 -4.64 -1.11
C -0.17 -3.99 0.09
C 0.94 -3.17 0.19
C 1.83 -3.02 -0.87
C 1.56 -3.68 -2.05
S 1.32 -2.41 1.75
O 2.66 -1.76 1.50
C 0.09 -1.11 1.94
C -0.30 -0.98 3.29
C -1.18 -0.01 3.67
C -1.74 0.85 2.70
C -2.69 1.84 3.06
C -3.25 2.65 2.11
C -2.89 2.50 0.75
C -1.97 1.57 0.38
C -1.37 0.72 1.34
C -0.40 -0.26 0.97
C 0.03 -0.32 -0.45
C -0.81 -0.99 -1.40
C -2.04 -1.57 -1.03
C -2.85 -2.15 -1.96
C -2.46 -2.21 -3.31
C -1.27 -1.67 -3.70
C -0.42 -1.03 -2.76
C 0.81 -0.45 -3.16
C 1.58 0.21 -2.25
C 1.16 0.31 -0.90
S 2.18 1.45 0.04
O 2.23 1.07 1.50
C 1.05 2.84 0.03
C 0.59 3.38 -1.16
C -0.24 4.49 -1.13
C -0.62 5.07 0.08
C -1.53 6.26 0.12
C -0.13 4.52 1.26
C 0.70 3.41 1.25
H -0.69 -5.86 -3.42
H 1.02 -5.73 -3.85
H -0.10 -4.43 -4.27
H -1.30 -5.27 -1.20
H -0.84 -4.12 0.94
H 2.71 -2.39 -0.76
H 2.24 -3.56 -2.88
H 0.14 -1.64 4.03
H -1.46 0.10 4.71
H -2.97 1.94 4.10
H -3.98 3.40 2.40
H -3.34 3.14 0.01
H -1.69 1.48 -0.66
H -2.35 -1.54 0.01
H -3.80 -2.59 -1.66
H -3.11 -2.68 -4.04
H -0.96 -1.70 -4.74
H 1.12 -0.53 -4.19
H 2.54 0.63 -2.53
H 0.87 2.94 -2.11
H -0.61 4.91 -2.06
H -1.88 6.53 -0.88
H -1.03 7.13 0.54
H -2.40 6.06 0.74
H -0.41 4.96 2.21
H 1.07 2.98 2.17
S 5.66 0.05 1.28
C 4.91 -0.38 -0.16
N 4.39 -0.68 -1.15
C 3.10 -0.24 4.64
H 2.18 0.32 4.86
H 3.87 0.16 5.30
H 2.93 -1.27 4.97
```

Results
2S+1: 6
Expectation value of S²: 8.759
LUMO energy (alpha / beta) in eV: -0.39 / -0.39
E_HOMO (alpha / beta) in eV: -7.48 / -8.15

=====

Most stable to least stable, the ends of the list are (b) and (a).

=====

(a)
Computed, not measured: a cluster of 4 separate species, C3H12O5 in total, with wB97M-V/def2-TZVPD.

The geometry in XYZ format:
```
20
C3H12O5 (wB97M-V/def2-TZVPD)
O 0.28 -1.17 2.10
C -0.42 -0.32 1.65
C -0.10 1.17 1.71
C 1.11 1.79 0.99
O 0.85 1.85 -0.40
H -1.34 -0.49 1.06
H -1.06 1.63 1.34
H -0.06 1.56 2.75
H 1.33 2.74 1.39
H 2.10 1.31 1.00
H -0.07 1.80 -0.68
O -2.13 -0.66 -1.62
H -2.21 -1.08 -2.48
H -1.66 -1.25 -1.17
O -0.54 -2.46 -0.43
H -0.93 -3.30 -0.07
H -0.08 -2.62 -1.27
O 1.23 0.34 -2.64
H 1.83 -0.24 -2.26
H 1.12 1.00 -1.96
```

Results
2S+1: 1
LUMO energy in eV: 0.38
E_HOMO in eV: -9.83

=====

(b)
Computed, not measured: a cluster of 4 separate species, C3H12O5 in total, with wB97M-V/def2-TZVPD.

The geometry in XYZ format:
```
20
C3H12O5 (wB97M-V/def2-TZVPD)
O 1.20 -0.29 -1.01
C 1.21 1.08 -1.45
C 1.01 2.07 -0.34
C -0.37 2.48 0.00
O -1.15 1.40 0.57
H 2.19 1.12 -1.96
H 1.84 2.80 -0.27
H 0.35 1.13 -2.11
H -0.26 3.34 0.68
H -0.95 2.80 -0.91
H -0.50 0.70 0.83
H -1.81 -2.72 -1.21
H -0.88 -2.97 0.80
O -1.22 -2.29 -0.57
H -1.05 -3.51 2.41
H 0.47 -1.46 1.83
O -0.53 -3.06 1.74
H 0.34 -0.52 -0.68
H -0.24 -1.31 0.52
O 0.34 -0.80 1.13
```

Results
2S+1: 1
LUMO energy in eV: -4.53
E_HOMO in eV: -7.79

=====

Most stable to least stable, the ends of the list are (a) and (b).